(1)
This record from the Open Molecules 2025 dataset describes a structure of composition C27H46BrNOP2PbS in a non-equilibrium geometry. The level of theory is ωB97M-V/def2-TZVPD.

Values from the calculation:
- Net charge: +4
- Relative energy (zero: lowest compared OMol25 entry of this formula, charge and spin): 0.264 eV
- Kohn-Sham gap (alpha / beta): 4.59 / 4.35 eV
- HOMO level (alpha / beta): -18.41 / -18.33 eV

Last column: Mulliken charge in e.
CARTESIAN COORDINATES (ANGSTROEM)
Pb  0.2818  -3.1071  -2.0000  1.12
Br  -1.5898  1.2951  -0.4055  0.21
S  1.5820  -2.3926  1.5777  0.36
P  -0.2376  3.7720  -1.7578  1.21
P  -2.7697  -2.8949  -1.3286  0.44
O  1.1289  -2.6119  0.1270  -0.42
N  5.5137  -4.8855  -4.2187  0.06
C  1.2231  4.4058  -2.6236  -0.74
C  4.6339  -4.2886  -5.0188  -0.51
C  -0.4823  5.8767  0.0755  -1.30
C  -3.3106  -0.8825  -3.2991  -1.88
C  1.3830  -0.6278  1.8249  -0.56
C  2.4429  -2.4868  -2.5097  -0.08
C  -1.8825  -3.3619  0.2657  0.20
C  1.5106  -1.6867  -3.2779  -0.52
C  -1.6683  4.4715  -4.0956  -1.18
C  0.1563  0.3498  -3.6039  -0.91
C  -4.9961  -2.5723  0.4099  -1.28
C  2.4923  4.6360  -1.7947  -1.14
C  3.5344  -3.5555  -4.5358  -0.39
C  3.3669  -2.5323  1.4606  -0.97
C  4.2593  -4.1607  -2.3078  -0.29
C  -3.9468  -1.8087  -0.3967  -0.25
C  3.3852  -3.4209  -3.1374  0.35
C  -1.7694  4.2611  -2.5858  -0.66
C  -2.1898  -1.5385  -2.4676  0.52
C  -0.2288  4.3739  -0.0560  -0.64
C  -0.2035  1.8738  -1.7003  0.59
C  -0.5332  1.3827  -3.0602  -1.24
C  1.6959  0.2951  -1.7188  -0.36
C  1.1191  1.4242  -1.2130  -1.75
C  -1.4452  -4.8262  0.3341  -1.36
C  1.1521  -0.3399  -2.8644  0.28
C  5.3318  -4.8435  -2.8973  -0.42
H  -1.0648  5.3523  -4.3453  0.38
H  -1.4331  6.1704  -0.3856  0.35
H  3.7557  -1.7889  0.7532  0.32
H  -2.0498  -5.3632  1.0812  0.43
H  -2.8751  -0.4465  -4.2099  0.47
H  2.6018  -0.1085  -1.2525  0.74
H  -4.5845  -3.4321  0.9469  0.36
H  -4.0568  -1.6277  -3.6084  0.45
H  -0.9974  3.7938  0.4750  0.44
H  -0.3957  -4.9148  0.6496  0.24
H  -5.8076  -2.9264  -0.2344  0.38
H  -4.4446  -1.1179  -1.0851  0.26
H  -1.4789  -1.9511  -3.2094  0.35
H  -1.2422  3.6016  -4.6054  0.30
H  -2.1099  5.1871  -2.1033  0.51
H  2.7992  -2.1019  -1.5479  -0.12
H  1.2644  -1.9737  -4.3050  0.86
H  3.7804  -2.3671  2.4613  0.47
H  1.1739  -0.4697  2.8875  0.56
H  2.3103  -0.1150  1.5525  0.26
H  1.4301  3.6866  -3.4320  0.46
H  3.6006  -3.5524  1.1293  0.31
H  0.5435  -0.2707  1.2221  -0.10
H  4.8063  -4.3670  -6.0967  0.44
H  -2.5860  -3.1671  1.0806  0.73
H  -0.5423  6.1336  1.1390  0.42
H  -3.3231  -1.2040  0.2787  0.30
H  -0.0775  -0.0129  -4.6082  0.59
H  1.5206  1.9270  -0.3298  0.77
H  4.1468  -4.1671  -1.2210  0.36
H  -2.5128  3.4881  -2.3438  0.38
H  -1.0458  -2.6715  0.4094  -0.41
H  -5.4373  -1.8992  1.1547  0.37
H  0.7400  4.0969  0.3843  0.52
H  -1.4285  1.7878  -3.5376  0.71
H  6.0682  -5.3582  -2.2729  0.42
H  -3.8125  -0.0725  -2.7545  0.40
H  2.8668  -3.0667  -5.2439  0.38
H  2.9289  3.6859  -1.4612  0.23
H  0.3245  6.4741  -0.3701  0.33
H  2.3171  5.2708  -0.9157  0.30
H  -1.5747  -5.3515  -0.6214  0.36
H  3.2400  5.1344  -2.4260  0.45
H  -2.6737  4.6277  -4.5050  0.41
H  -1.6780  -0.7706  -1.8673  -0.20
H  0.9090  5.3447  -3.1071  0.54

***

(2)
This record from the Open Molecules 2025 dataset describes a structure of composition C27H46BrNOP2Sr in a non-equilibrium geometry. The level of theory is ωB97M-V/def2-TZVPD.

Values from the calculation:
- Net charge: +2
- Kohn-Sham gap: 5.90 eV
- HOMO level: -12.37 eV

Last column: Mulliken charge in e.
CARTESIAN COORDINATES (ANGSTROEM)
Sr  -0.0113  -2.1208  -3.2464  1.78
Br  -0.7048  0.8321  0.7370  -0.18
P  1.0358  3.6548  0.2747  1.27
P  -3.9076  -0.8927  -2.1786  -0.25
O  0.1846  -1.7606  -0.9325  0.46
N  4.6324  -3.7929  -6.7039  -0.55
C  0.5058  1.3040  -2.7975  -0.29
C  4.4730  -4.3955  -5.5196  -0.36
C  0.8182  -2.4685  1.3078  -1.32
C  1.9807  1.1683  -0.4210  -1.51
C  -2.6077  -2.1284  -1.8950  1.92
C  1.5862  0.3907  -2.6812  1.56
C  -4.9802  -0.7054  0.4319  -1.36
C  -4.1962  1.6411  -3.3298  -1.47
C  0.7378  1.9539  -0.4260  0.71
C  1.2313  -2.4269  -0.1461  -0.18
C  0.0895  2.0531  -1.7421  -1.20
C  1.3659  4.8304  2.8048  -1.35
C  -0.4098  4.6756  -0.0920  -0.72
C  2.3349  0.3959  -1.4872  -1.92
C  -2.6838  -3.2919  -2.8967  -1.41
C  4.1143  -2.5810  -6.8971  -0.43
C  3.1744  -2.5249  -4.6446  0.24
C  -0.3615  5.4211  -1.4262  -1.12
C  -3.9095  -0.1168  -0.4825  0.55
C  2.5407  4.3513  -0.4663  -0.72
C  3.3681  -1.9171  -5.9172  -0.61
C  -3.1399  0.5582  -3.0464  0.67
C  3.8730  3.8918  0.1297  -1.19
C  3.7413  -3.8205  -4.4734  -0.56
C  1.8418  -0.5686  -3.7435  -1.87
C  1.2470  3.5023  2.0594  -0.54
C  2.5038  -1.7909  -3.5483  0.56
H  -0.1420  -2.9817  1.3957  0.30
H  -0.3628  4.7302  -2.2772  0.29
H  2.4636  5.4537  -0.4232  0.52
H  2.1479  -1.8358  -0.2977  0.22
H  -1.2818  4.0086  -0.0556  0.37
H  2.5641  1.1700  0.5055  0.78
H  3.6519  -4.3737  -3.5349  0.35
H  3.2156  -0.2512  -1.4146  0.97
H  1.3911  -3.4123  -0.6046  0.43
H  -1.7089  -1.4225  -1.9216  -1.87
H  1.5681  -3.0074  1.8882  0.43
H  0.4807  5.4556  2.6577  0.35
H  -0.1554  -1.0091  -0.3731  -0.61
H  1.4565  4.6563  3.8804  0.41
H  4.9445  -5.3776  -5.4295  0.38
H  2.2458  5.4011  2.4963  0.33
H  2.1313  2.8714  2.2289  0.52
H  -5.1171  1.2274  -3.7666  0.40
H  -2.5401  -3.0005  -3.9604  0.49
H  -1.2531  6.0535  -1.5173  0.43
H  -2.6326  -2.5232  -0.8609  0.18
H  4.6916  4.4385  -0.3471  0.45
H  -0.8093  2.6741  -1.8123  0.78
H  2.7886  -2.0816  -2.5221  0.37
H  -4.9132  -0.2442  1.4250  0.40
H  -2.7119  0.1783  -3.9849  0.35
H  0.3781  2.9234  2.4020  0.42
H  -2.0039  -4.1253  -2.6318  0.42
H  -4.0679  0.9662  -0.6108  0.35
H  3.9314  4.0740  1.2060  0.31
H  -3.8060  2.3734  -4.0497  0.43
H  0.5208  6.0698  -1.5073  0.32
H  -3.6909  -3.7293  -2.8531  0.41
H  2.9881  -0.9161  -6.1287  0.33
H  -2.3271  0.9562  -2.4193  -0.70
H  0.7148  -1.4586  1.7078  0.32
H  4.2850  -2.1294  -7.8805  0.38
H  -4.4843  2.1986  -2.4270  0.31
H  -2.9026  -0.2386  -0.0426  -0.57
H  1.4592  -0.2985  -4.7493  0.43
H  -5.9796  -0.4986  0.0296  0.36
H  -0.0282  1.3683  -3.7526  0.35
H  4.0345  2.8279  -0.0588  0.24
H  2.5019  4.0852  -1.5381  0.43
H  -4.8586  -1.7908  0.5496  0.30
H  -0.5176  5.3840  0.7419  0.55

***

(3)
This record from the Open Molecules 2025 dataset describes a structure of composition C27H46CrN2O4PSSb2 in a non-equilibrium geometry. The level of theory is ωB97M-V/def2-TZVPD.

Values from the calculation:
- 2S+1: 4
- Net charge: +2
- Kohn-Sham gap (alpha / beta): 7.00 / 7.41 eV
- <S²>: 3.8754
- HOMO level (alpha / beta): -13.29 / -13.32 eV

Last column: Mulliken charge in e.
CARTESIAN COORDINATES (ANGSTROEM)
Sb  -2.4852  -0.0459  -0.5938  0.82
Sb  -1.2635  -1.6213  2.6658  1.17
Cr  -0.2645  -0.0591  0.8061  0.21
S  -0.9352  1.7788  2.3736  -0.14
P  2.4278  0.4588  0.0057  0.02
O  -2.4462  3.8810  -1.5753  -0.57
O  1.0217  1.3083  -0.3595  -0.24
O  1.7495  0.1617  1.5086  0.00
O  3.3751  1.6735  0.4158  -0.24
N  -1.6762  3.3798  0.4559  0.75
N  -2.6630  3.7568  2.5474  0.13
C  -4.4135  7.3363  0.1728  -0.73
C  -3.5862  8.0319  1.0417  -0.57
C  -4.5889  -1.8869  0.6858  0.45
C  -5.8779  -1.4105  0.4427  -0.59
C  -4.2537  -2.3215  1.9824  0.91
C  -6.8298  -1.3691  1.4417  -0.82
C  -2.0046  5.6334  4.8885  -1.25
C  -1.8281  3.0852  1.7777  0.15
C  -1.8703  -0.7738  4.5437  -1.45
C  -2.3697  7.4933  1.4360  -0.47
C  2.5641  -0.5290  2.4540  -0.96
C  -4.1290  1.3421  -0.7229  -1.35
C  -2.3606  4.2511  -0.4307  0.32
C  -4.0318  6.0981  -0.3120  -0.42
C  -2.8266  5.5324  0.1102  -0.18
C  -6.4957  -1.7774  2.7254  -0.83
C  4.7407  1.8022  0.0087  -0.77
C  1.0338  2.0985  -1.5555  -0.88
C  0.2516  -1.7922  -0.2562  -1.45
C  -1.9921  6.2453  0.9803  -0.02
C  -1.8946  4.1144  4.8879  -0.11
C  -5.2180  -2.2340  2.9872  -0.79
C  -2.8963  3.4431  3.9431  -1.00
C  -2.0806  -0.1629  -2.6865  -1.47
C  -3.6304  -1.9107  -0.4449  -1.39
C  0.0345  -3.1084  3.5133  -1.37
C  -2.9537  -2.9586  2.3125  -1.35
H  1.1439  3.1525  -1.2903  0.24
H  -4.1692  -1.9635  -1.3907  0.70
H  -7.8289  -1.0289  1.2188  0.44
H  2.2924  -0.1692  3.4497  0.28
H  -2.8247  2.3586  4.0506  0.16
H  1.8629  1.8003  -2.2010  0.52
H  -2.0872  3.7409  5.8938  0.44
H  -4.6568  5.5598  -1.0074  0.50
H  4.8938  2.8188  -0.3526  0.26
H  -3.8864  9.0006  1.4068  0.43
H  -3.8284  2.1636  -1.3689  0.42
H  2.3961  -1.6076  2.3897  0.29
H  0.4782  -3.7383  2.7485  0.41
H  0.8235  -2.6277  4.0892  0.41
H  -3.0334  -3.5099  3.2476  0.74
H  -1.2547  0.0951  4.7669  0.44
H  -0.5648  -2.5043  -0.4304  0.56
H  -1.3765  6.0527  5.6700  0.41
H  -3.0091  -0.4152  -3.1894  0.52
H  -0.5737  -3.7261  4.1695  0.48
H  0.0919  1.9535  -2.0912  0.24
H  -3.9100  3.7580  4.1914  0.56
H  -3.0936  4.5959  2.1716  0.31
H  -1.6850  6.0543  3.9390  0.20
H  5.3875  1.6380  0.8718  0.28
H  -1.7181  -1.5375  5.3049  0.50
H  -1.7418  0.8002  -3.0577  0.43
H  -6.1398  -1.1071  -0.5625  0.47
H  -0.8832  3.8140  4.6100  0.19
H  1.0194  -2.3577  0.2856  0.37
H  -2.9225  -2.7353  -0.3758  0.60
H  -5.3469  7.7778  -0.1394  0.44
H  3.6222  -0.3230  2.2799  0.34
H  -3.0302  5.9410  5.0749  0.34
H  -2.6197  -3.6454  1.5375  0.64
H  -1.7211  8.0581  2.0879  0.49
H  0.6684  -1.5564  -1.2427  0.36
H  -1.3335  -0.9244  -2.8946  0.44
H  -4.9707  -2.5739  3.9831  0.44
H  4.9831  1.0921  -0.7793  0.41
H  -1.1277  2.6900  -0.0554  -0.52
H  -7.2358  -1.7512  3.5103  0.44
H  -2.9186  -0.4833  4.5234  0.36
H  -1.0325  5.8298  1.2537  0.47
H  -4.9553  0.8136  -1.1882  0.61
H  -4.4469  1.7155  0.2477  0.40